# 1
This record from OMol25 describes a cluster of 6 separate species, C17H23NO15 in total. The level of theory is ωB97M-V/def2-TZVPD.

```
! RIJCOSX wB97M-V def2-TZVPD def2/J DEFGRID3
* xyz 0 1
H -1.02 -1.05 4.46
H 1.76 -4.49 1.06
H -0.89 7.51 -2.45
H 2.45 -1.32 -1.21
H 2.46 -1.25 0.46
H 0.49 -1.67 -1.74
H 3.42 1.00 -1.42
H -0.53 -1.03 -3.12
C -4.65 0.56 0.51
C -0.98 7.08 -1.46
O -1.40 -3.40 -1.40
O 1.15 1.52 2.00
H -0.03 -6.23 1.22
O 4.82 0.41 -0.03
C -0.67 -4.11 -0.87
O 6.43 -1.08 -0.25
H 1.17 -1.77 3.67
O 0.64 -3.73 -0.48
H 0.58 -6.88 -0.28
H -1.29 -1.01 -0.16
H -1.60 -1.17 2.81
H 0.10 5.43 -0.35
O 0.77 0.25 -2.15
C 0.44 -1.64 2.88
H 2.88 1.10 0.34
C 0.30 -5.96 0.25
C 3.46 0.58 -0.42
C -0.14 -0.89 -2.11
C -4.02 -0.58 1.13
C 1.36 -4.82 0.09
O -1.55 4.77 -1.42
O -2.41 6.81 -1.18
C -0.36 5.64 -1.31
O -0.35 0.47 3.28
H 2.24 -5.03 -0.51
N -3.55 -1.48 1.71
O 0.85 2.33 -1.19
O -0.84 -5.38 -0.54
H 0.28 -2.57 2.35
O -3.71 4.96 -0.82
C 0.34 1.28 -1.39
H -0.61 7.79 -0.74
H -4.82 1.33 1.24
C -0.73 -0.92 3.44
H -5.58 0.27 0.02
H -3.89 0.97 -0.16
C 0.63 0.56 2.40
O 4.30 -1.61 -0.55
C 3.02 -0.93 -0.39
H -2.23 -0.44 -1.61
O 0.90 -0.72 1.93
C -1.27 -0.46 -1.09
O -0.88 0.91 -0.84
H 0.14 5.40 -2.24
C -2.68 5.49 -1.12
C 5.31 -0.80 -0.23
*
```

Output
DFT total energy, eV: -50203.325
SMILES string: O=C1OCCO1.O=C1OCCO1.O=C1OCCO1.O=C1OCCO1.O=C1OCCO1.CC#N
Kohn-Sham gap, eV: 10.812
HOMO level, eV: -10.6
Relative energy (zero: lowest compared OMol25 entry of this formula, charge and spin), eV: 0.000

Löwdin atomic charge list, values in e, 5 entries: H 0.13; H 0.12; H 0.12; H 0.09; H 0.10


# 2
This record from OMol25 describes a structure of composition C18H26NPtS3Sb. The level of theory is ωB97M-V/def2-TZVPD.

```
! RIJCOSX wB97M-V def2-TZVPD def2/J DEFGRID3
* xyz 1 2
H -0.36 4.87 1.59
H 2.58 -1.87 1.88
H 3.20 1.30 1.90
S 2.20 0.30 -2.54
H -3.59 -0.10 -0.14
C 2.32 -2.16 0.87
H -3.32 -0.89 -1.68
C 0.54 -0.63 2.74
H 2.08 4.03 2.32
H -2.54 -3.01 -2.06
C 0.07 -1.05 1.37
H 0.14 0.36 2.98
H 1.61 -0.58 2.80
N 0.57 2.03 0.19
C -3.20 -1.00 -0.61
H -2.23 0.89 1.90
H -3.24 -0.56 1.85
C -2.22 -0.20 2.01
C 0.43 -2.17 -0.78
H -0.94 -3.53 -2.60
H 0.18 -1.33 3.49
C 1.65 2.35 0.92
H -1.36 3.38 -1.43
H -1.60 -1.99 -3.15
H -1.95 1.98 -0.55
H 2.39 -3.25 0.81
C -1.77 -1.23 -0.24
H -1.95 -0.43 3.03
H -3.81 -1.85 -0.28
Sb 0.90 1.33 -4.36
S 1.13 3.47 -3.36
Pt 0.21 0.28 -1.08
C 0.93 -1.73 0.48
C 1.40 3.56 1.64
S -1.12 0.79 -3.07
C 2.91 1.60 0.89
C 0.15 3.99 1.27
H 3.07 -1.76 0.19
C -0.35 3.02 0.35
H 2.82 0.72 0.24
C -1.28 -0.81 1.02
H 1.01 -2.88 -2.73
C -1.53 -2.67 -2.30
C -1.59 3.01 -0.42
C -0.93 -1.98 -1.11
C 1.34 -2.94 -1.70
H 3.71 2.24 0.52
H 2.35 -2.56 -1.64
H -2.37 3.65 0.00
H 1.35 -3.99 -1.41
*
```

Output
DFT total energy, eV: -62860.427
Kohn-Sham gap (alpha / beta), eV: 3.998 / 3.979
HOMO level (alpha / beta), eV: -9.8 / -9.8
Relative energy (zero: lowest compared OMol25 entry of this formula, charge and spin), eV: 2.058

Löwdin atomic charge list, values in e, 5 entries: H 0.12; H 0.07; H 0.10; S 0.03; H 0.08


# 3
This record from OMol25 describes a structure of composition C42H47N6O9S3Tl. The level of theory is ωB97M-V/def2-TZVPD.

```
! RIJCOSX wB97M-V def2-TZVPD def2/J DEFGRID3
* xyz -2 1
O -4.70 -1.62 -0.47
N 3.06 0.69 0.00
H 0.23 -4.79 -1.79
C -1.39 0.68 -5.62
C 0.70 0.83 -4.26
H -0.82 2.13 7.09
C 2.90 -4.03 1.11
H 0.57 4.05 4.51
N -0.12 -2.88 -2.43
C 1.00 1.01 6.84
S -3.56 3.12 -1.36
C -1.24 -2.46 1.80
H 0.48 3.78 6.28
H -0.14 -1.72 -4.61
H 3.24 -0.12 1.91
O -2.39 -1.04 -0.95
H -0.86 -1.86 5.10
C -0.34 1.69 3.85
H 0.09 -1.88 -2.21
C 1.77 -1.98 -0.55
C -1.16 -2.09 -4.43
C 3.95 2.93 -0.36
C -0.06 3.68 5.32
H -1.14 -1.96 0.84
H 0.96 0.41 7.74
H -2.00 -4.29 0.95
H 3.24 -0.58 -7.98
H -1.84 4.35 4.38
C 0.02 0.74 -5.53
H 2.18 2.37 0.77
H -1.67 -4.25 5.23
H -3.24 0.41 -4.94
H -1.73 -0.66 -2.93
C 2.76 2.20 -3.35
C 2.74 -1.66 0.49
C -3.74 2.10 0.14
N -0.26 2.24 5.11
O 0.35 -0.23 1.80
H -3.03 -1.41 -3.75
C 3.19 2.01 0.59
O -4.81 3.10 -2.08
C -1.52 -3.76 4.27
H 0.24 0.53 -7.68
C -3.86 0.70 0.28
H 2.44 0.72 -8.87
H 4.48 -5.30 1.95
C -1.09 -2.43 4.21
H -0.99 0.60 6.21
H 3.70 2.63 -3.72
H 3.77 4.05 -2.20
H 3.92 1.05 -7.99
C 1.97 -4.35 0.17
H 3.89 -2.41 2.11
H 3.71 1.93 1.55
S -3.79 -0.61 -0.98
O 1.25 -1.10 -1.29
N -0.50 0.36 3.87
C 2.97 0.49 -7.95
C 2.08 1.39 -4.36
H -3.79 2.91 3.43
N -2.25 0.11 -4.86
H 3.30 -4.69 3.11
C 3.10 3.52 -1.50
C -1.71 -3.77 1.87
H -3.62 3.94 1.18
C 2.73 1.30 -5.54
C 3.22 -2.66 1.28
C 0.45 -3.73 -1.64
C -1.83 -4.44 3.08
C -3.90 0.92 2.69
C 2.12 0.85 -6.76
C 3.06 -0.27 0.82
O -2.43 2.58 -2.10
C -3.84 2.30 2.54
H -0.74 -4.15 -3.92
H 2.42 4.22 -1.03
H 4.81 2.41 -0.77
H -2.25 -5.43 3.10
C 0.76 0.73 -6.75
C -0.90 -1.81 2.97
H 1.63 -5.39 0.05
C -0.28 -0.46 2.84
H -3.87 0.50 3.68
C -1.08 -3.23 -3.44
H 4.33 3.80 0.19
C 3.43 -5.05 2.08
C -3.91 0.13 1.56
H 2.86 -5.98 2.00
S -0.37 2.76 2.53
C -2.07 -0.98 -3.90
C -0.35 1.46 6.35
H 1.67 1.84 7.08
H -1.84 1.17 -6.49
H -2.05 -3.40 -3.00
H -1.27 5.44 5.65
H -3.96 -0.94 1.65
O -4.19 -0.04 -2.25
C -1.39 4.39 5.37
O -3.28 4.42 -0.78
C 1.43 -3.37 -0.70
H -1.56 -2.50 -5.39
O 0.17 0.59 -3.18
C -3.76 2.88 1.29
H -2.05 3.90 6.08
H 3.77 1.58 -5.60
Tl -0.38 1.21 -0.54
H 1.50 0.38 6.08
N 2.33 2.52 -2.19
*
```

Output
DFT total energy, eV: -108886.374
Kohn-Sham gap, eV: 6.178
HOMO level, eV: -2.3
Relative energy (zero: lowest compared OMol25 entry of this formula, charge and spin), eV: 0.000

Löwdin atomic charge list, values in e, 5 entries: O -0.36; N 0.07; H 0.14; C -0.04; C -0.32


# 4
This record from OMol25 describes the molecule HN3O4. The level of theory is ωB97M-V/def2-TZVPD.

```
! RIJCOSX wB97M-V def2-TZVPD def2/J DEFGRID3
* xyz 0 3
O -1.10 -1.79 -0.33
N -0.85 -0.67 -0.01
O 1.07 0.83 -0.79
N 1.37 0.34 0.26
H -2.01 0.89 -0.74
O 2.23 0.53 1.06
N -1.17 0.48 -0.20
O 0.47 -0.61 0.75
*
```

Output
DFT total energy, eV: -12663.761
Kohn-Sham gap (alpha / beta), eV: 8.188 / 7.751
HOMO level (alpha / beta), eV: -7.8 / -11.4
Relative energy (zero: lowest compared OMol25 entry of this formula, charge and spin), eV: 3.461

Löwdin atomic charge list, values in e, 5 entries: O 0.17; N -0.37; O 0.10; N -0.43; H 0.17


Repeat the first record exactly.
This record from OMol25 describes a cluster of 6 separate species, C17H23NO15 in total. The level of theory is ωB97M-V/def2-TZVPD.

```
! RIJCOSX wB97M-V def2-TZVPD def2/J DEFGRID3
* xyz 0 1
H -1.02 -1.05 4.46
H 1.76 -4.49 1.06
H -0.89 7.51 -2.45
H 2.45 -1.32 -1.21
H 2.46 -1.25 0.46
H 0.49 -1.67 -1.74
H 3.42 1.00 -1.42
H -0.53 -1.03 -3.12
C -4.65 0.56 0.51
C -0.98 7.08 -1.46
O -1.40 -3.40 -1.40
O 1.15 1.52 2.00
H -0.03 -6.23 1.22
O 4.82 0.41 -0.03
C -0.67 -4.11 -0.87
O 6.43 -1.08 -0.25
H 1.17 -1.77 3.67
O 0.64 -3.73 -0.48
H 0.58 -6.88 -0.28
H -1.29 -1.01 -0.16
H -1.60 -1.17 2.81
H 0.10 5.43 -0.35
O 0.77 0.25 -2.15
C 0.44 -1.64 2.88
H 2.88 1.10 0.34
C 0.30 -5.96 0.25
C 3.46 0.58 -0.42
C -0.14 -0.89 -2.11
C -4.02 -0.58 1.13
C 1.36 -4.82 0.09
O -1.55 4.77 -1.42
O -2.41 6.81 -1.18
C -0.36 5.64 -1.31
O -0.35 0.47 3.28
H 2.24 -5.03 -0.51
N -3.55 -1.48 1.71
O 0.85 2.33 -1.19
O -0.84 -5.38 -0.54
H 0.28 -2.57 2.35
O -3.71 4.96 -0.82
C 0.34 1.28 -1.39
H -0.61 7.79 -0.74
H -4.82 1.33 1.24
C -0.73 -0.92 3.44
H -5.58 0.27 0.02
H -3.89 0.97 -0.16
C 0.63 0.56 2.40
O 4.30 -1.61 -0.55
C 3.02 -0.93 -0.39
H -2.23 -0.44 -1.61
O 0.90 -0.72 1.93
C -1.27 -0.46 -1.09
O -0.88 0.91 -0.84
H 0.14 5.40 -2.24
C -2.68 5.49 -1.12
C 5.31 -0.80 -0.23
*
```

Output
DFT total energy, eV: -50203.325
SMILES string: O=C1OCCO1.O=C1OCCO1.O=C1OCCO1.O=C1OCCO1.O=C1OCCO1.CC#N
Kohn-Sham gap, eV: 10.812
HOMO level, eV: -10.6
Relative energy (zero: lowest compared OMol25 entry of this formula, charge and spin), eV: 0.000

Löwdin atomic charge list, values in e, 5 entries: H 0.13; H 0.12; H 0.12; H 0.09; H 0.10


Look up the relative energy (zero: lowest compared OMol25 entry of this formula, charge and spin) of the second one.
2.058 eV


What is the formula in the third record?
C42H47N6O9S3Tl